A structure of composition C12H7Br15IN3OS, computed with ωB97M-V/def2-TZVPD.

Last column: Mulliken charge in e.
Element x y z (Å)
1 N -1.004 2.488 0.931  -0.410
2 C -1.830 2.745 0.183  0.586
3 O -2.852 3.135 -0.523  -0.298
4 C -4.038 2.871 0.233  -0.007
5 C -4.704 3.891 0.808  -0.613
6 C -5.879 3.621 1.581  -0.419
7 C -6.301 2.346 1.738  -0.577
8 I -8.005 1.929 2.898  0.122
9 C -5.624 1.264 1.120  0.830
10 N -5.898 -0.050 1.152  -0.519
11 S -4.781 -0.789 0.303  0.286
12 N -3.870 0.459 -0.208  -0.652
13 C -4.461 1.517 0.346  0.752
14 H -4.332 4.897 0.672  0.479
15 H -6.403 4.450 2.031  0.392
16 C 0.848 1.894 -2.920  -0.357
17 Br 0.215 0.810 -4.380  -0.023
18 Br -0.510 3.086 -2.268  -0.006
19 Br 1.528 0.819 -1.477  0.052
20 H 1.661 2.495 -3.301  0.346
21 C -1.769 -0.628 3.977  -0.398
22 Br -2.388 -0.413 2.165  0.111
23 Br -3.232 -0.591 5.227  -0.056
24 Br -0.691 -2.214 4.179  -0.017
25 H -1.134 0.218 4.200  0.440
26 C 5.291 -0.676 -0.963  -0.243
27 Br 6.270 -2.183 -1.656  0.008
28 Br 4.171 -1.182 0.516  0.023
29 Br 6.458 0.785 -0.509  -0.014
30 H 4.638 -0.330 -1.752  0.234
31 C 9.739 -3.942 -3.223  0.037
32 Br 9.958 -4.955 -1.600  0.001
33 Br 11.239 -2.779 -3.542  -0.005
34 Br 9.388 -5.084 -4.733  -0.003
35 H 8.871 -3.312 -3.092  -0.049
36 C -0.119 -3.204 0.428  -0.014
37 Br -1.868 -3.991 0.601  -0.025
38 Br 1.208 -4.192 1.412  -0.037
39 Br 0.378 -2.989 -1.419  -0.018
40 H -0.170 -2.215 0.865  0.061

Calculated values
total energy	-40006.9593	a.u.
HOMO-LUMO gap	8.030	eV
strongest force on any atom	1.3	eV/A
E_LUMO	-1.33	eV
HOMO level	-0.34384	hartree